{
  "formula": "C34H38Br60N2O",
  "method": "ωB97M-V/def2-TZVPD",
  "elements": ["C", "C", "C", "C", "C", "C", "N", "C", "C", "C", "C", "C", "C", "O", "C", "C", "N", "H", "H", "H", "H", "H", "H", "H", "H", "H", "H", "H", "H", "H", "H", "H", "H", "H", "H", "C", "Br", "Br", "Br", "H", "C", "Br", "Br", "Br", "H", "C", "Br", "Br", "Br", "H", "C", "Br", "Br", "Br", "H", "C", "Br", "Br", "Br", "H", "C", "Br", "Br", "Br", "H", "C", "Br", "Br", "Br", "H", "C", "Br", "Br", "Br", "H", "C", "Br", "Br", "Br", "H", "C", "Br", "Br", "Br", "H", "C", "Br", "Br", "Br", "H", "C", "Br", "Br", "Br", "H", "C", "Br", "Br", "Br", "H", "C", "Br", "Br", "Br", "H", "C", "Br", "Br", "Br", "H", "C", "Br", "Br", "Br", "H", "C", "Br", "Br", "Br", "H", "C", "Br", "Br", "Br", "H", "C", "Br", "Br", "Br", "H", "C", "Br", "Br", "Br", "H"],
  "positions_angstrom": [[4.39414, 4.34417, -1.56074], [4.77850, 2.91161, -0.91008], [4.28104, 1.75421, -1.92782], [5.35630, 0.58914, -2.17801], [2.83707, 1.21738, -1.45679], [2.74125, 0.15776, -0.31581], [1.54122, -0.38609, 0.23273], [0.41272, 0.20040, -0.43687], [-1.02225, -0.25291, 0.06086], [-2.35164, 0.29045, -0.55032], [-2.25997, 1.31816, -1.73046], [-3.54924, 1.98551, -2.44588], [-3.57491, 3.53290, -1.92429], [-4.62544, 4.31865, -2.54372], [-0.86936, 1.76509, -2.23759], [0.47143, 1.21890, -1.59834], [1.70215, 1.74497, -2.12990], [4.40226, 5.20587, -0.77754], [5.12528, 4.64878, -2.38312], [3.31232, 4.27530, -1.96900], [5.88100, 2.82794, -0.61454], [4.17835, 2.79727, 0.07347], [4.13327, 2.28333, -2.94813], [4.96046, -0.16463, -2.96308], [6.31124, 1.07388, -2.60711], [5.56857, -0.03458, -1.23816], [3.73195, -0.19765, 0.15314], [-1.15483, -1.01552, 0.91192], [-3.34882, -0.06020, -0.11266], [-3.33396, 1.93059, -3.57594], [-4.50551, 1.43251, -2.15686], [-2.53427, 3.96234, -2.17177], [-3.71157, 3.45412, -0.78002], [-4.15229, 4.94599, -3.14271], [-0.83221, 2.53672, -3.10667], [3.03613, -2.96523, -3.37890], [2.95749, -2.19765, -5.15973], [2.76998, -1.61441, -2.00360], [1.80660, -4.45312, -3.18314], [4.04167, -3.36359, -3.24699], [0.44188, 1.67715, -6.54260], [0.01992, 1.72801, -4.64598], [2.24750, 1.03787, -6.86085], [-0.87216, 0.66358, -7.54826], [0.39954, 2.70291, -6.90691], [-0.54995, -4.46256, 0.31028], [-1.27904, -6.10066, -0.43163], [1.38381, -4.53340, 0.45383], [-1.14610, -2.89612, -0.66940], [-0.94000, -4.37082, 1.32311], [-3.84206, 3.85250, 2.83207], [-5.13604, 4.79830, 1.73788], [-4.68431, 2.51104, 3.94849], [-2.40688, 3.09693, 1.76961], [-3.39182, 4.58584, 3.49967], [3.54652, 8.72375, -0.86332], [3.12320, 8.76601, 1.02967], [5.34951, 8.08477, -1.18577], [2.23291, 7.71526, -1.87387], [3.50249, 9.75177, -1.22169], [9.65339, 8.03333, 0.48212], [8.56045, 6.90245, 1.61758], [9.08955, 7.95101, -1.37208], [9.72189, 9.85887, 1.13384], [10.66852, 7.64149, 0.52416], [2.18679, -7.69764, 2.90203], [1.74974, -7.63001, 4.79274], [3.98902, -8.34950, 2.60117], [0.87509, -8.71067, 1.89515], [2.15222, -6.67408, 2.53036], [-0.69414, 9.41363, 3.25353], [-0.82657, 7.81330, 2.16506], [0.89731, 9.40199, 4.36248], [-0.81269, 11.02585, 2.18083], [-1.55114, 9.41421, 3.92544], [-8.36312, 1.49218, -2.44290], [-7.09521, 2.40154, -1.29069], [-8.80294, 2.55093, -4.00714], [-7.76427, -0.29069, -2.92338], [-9.28183, 1.37407, -1.86991], [1.33342, 12.49547, -2.30928], [1.48298, 14.40744, -2.02244], [3.05156, 11.68492, -2.69821], [0.44366, 11.60968, -0.83010], [0.70711, 12.35351, -3.18901], [-2.76029, -10.97268, 2.80345], [-2.91022, -12.59927, 1.75749], [-1.18385, -10.98404, 3.93558], [-2.83770, -9.38787, 1.68608], [-3.62531, -10.93801, 3.46414], [-2.11350, 14.76888, -0.39711], [-1.32968, 16.49370, 0.01905], [-3.37423, 14.20207, 0.96371], [-2.90392, 14.74448, -2.16831], [-1.30104, 14.04272, -0.40103], [5.73111, -0.98394, -7.75987], [6.52508, -2.56748, -6.96871], [6.04170, 0.59680, -6.67890], [6.31011, -0.72911, -9.59305], [4.65395, -1.14609, -7.78571], [-6.95348, -0.27753, 1.49961], [-7.33346, -0.29768, 3.40479], [-5.15895, -0.90898, 1.10424], [-8.29539, -1.25921, 0.50000], [-7.00679, 0.76035, 1.17232], [-5.69006, -7.21727, 3.82764], [-6.76629, -6.55791, 2.35475], [-5.80675, -9.14694, 3.99823], [-3.85223, -6.60924, 3.70538], [-6.10525, -6.79252, 4.74079], [3.38201, -6.05491, 8.23745], [3.39549, -4.11534, 8.21019], [4.61385, -6.76650, 9.55624], [1.58963, -6.75915, 8.47062], [3.73129, -6.38985, 7.26148], [-2.90255, -5.42993, 7.82728], [-4.20406, -4.53117, 6.70475], [-3.73944, -6.70186, 9.02941], [-1.49464, -6.25162, 6.77469], [-2.43441, -4.66655, 8.44709], [-2.96989, -8.56551, 12.37801], [-3.37846, -8.51475, 14.27359], [-1.17648, -9.22404, 12.04365], [-4.30152, -9.56304, 11.38013], [-3.00456, -7.53846, 12.01680], [6.82585, -4.85291, -10.72363], [5.51802, -3.98316, -11.86175], [5.99823, -6.12910, -9.52004], [8.25767, -5.65789, -11.75559], [7.27579, -4.07697, -10.10505], [-6.33738, -13.72520, -1.10898], [-5.97156, -12.45357, -2.52724], [-4.84639, -14.93277, -0.82196], [-6.87527, -12.84061, 0.53152], [-7.18066, -14.33220, -1.43485]],
  "lumo_energy_ev": -1.16,
  "e_homo_ha": -0.307,
  "charge": 0,
  "gap_ev": 7.18,
  "total_energy_ev": -4243436.737
}

{
  "formula": "C21H21NSV",
  "method": "ωB97M-V/def2-TZVPD",
  "elements": ["C", "C", "C", "H", "C", "H", "H", "H", "C", "H", "H", "C", "H", "H", "C", "H", "H", "C", "H", "H", "V", "H", "S", "C", "C", "C", "C", "C", "C", "N", "C", "C", "C", "C", "C", "C", "C", "H", "H", "H", "H", "H", "H", "H", "H"],
  "positions_angstrom": [[1.27481, 1.92472, 1.16358], [-0.51129, 3.56384, -0.52582], [2.04978, 1.59007, 0.07840], [1.00437, 1.14344, 1.90461], [-0.01583, 2.87518, -1.55830], [-1.57836, 3.58312, -0.29900], [2.35240, 0.54926, -0.08845], [-0.66028, 2.15613, -2.09263], [2.52473, 2.62210, -0.93082], [3.43474, 2.22067, -1.42428], [2.85975, 3.57772, -0.47274], [0.94462, 3.36090, 1.57064], [1.78706, 3.90001, 2.05417], [0.21377, 3.26466, 2.38415], [0.31301, 4.30515, 0.49418], [1.06034, 4.94060, -0.01728], [-0.38366, 4.99464, 1.01783], [1.42818, 2.85036, -2.02153], [1.71872, 3.68895, -2.68644], [1.43137, 1.98766, -2.71076], [0.03560, 0.20476, 0.36529], [0.42606, -0.50186, 1.71322], [-1.38100, -4.23144, 0.08201], [-2.37052, -3.57123, 1.37437], [-3.24995, -4.31559, 2.14735], [-3.82134, -3.61822, 3.22266], [-3.47293, -2.28252, 3.50770], [-2.59813, -1.54072, 2.69923], [-2.09299, -2.18051, 1.56330], [-1.22862, -1.65504, 0.57195], [-0.80238, -2.61110, -0.26451], [0.15754, -2.29730, -1.29890], [0.56685, -3.29520, -2.24819], [1.47786, -2.93424, -3.24556], [2.01891, -1.63419, -3.24337], [1.67853, -0.70409, -2.23730], [0.72739, -1.01566, -1.28923], [-3.45406, -5.36104, 1.89652], [-4.52699, -4.11604, 3.86318], [-3.90451, -1.82421, 4.39300], [-2.28875, -0.50679, 2.91581], [0.17990, -4.29725, -2.14308], [1.74637, -3.67075, -4.02003], [2.74738, -1.39867, -4.01258], [2.18154, 0.25973, -2.15231]],
  "lumo_energy_ev": [0.12, 0.09],
  "e_homo_ha": [-0.255, -0.294],
  "spin_multiplicity": 4,
  "charge": 0,
  "gap_ev": [7.07, 8.10],
  "total_energy_ev": -60126.652
}

{
  "formula": "C4H14O2S",
  "method": "ωB97M-V/def2-TZVPD",
  "elements": ["C", "C", "C", "C", "S", "H", "H", "H", "H", "H", "H", "H", "H", "H", "H", "O", "H", "H", "O", "H", "H"],
  "positions_angstrom": [[-1.78757, 1.02756, 0.66467], [-0.31414, 0.46614, 0.43289], [-0.36914, -0.63492, -0.59219], [0.96667, -1.35467, -0.73050], [1.19808, -2.23787, -2.42957], [-2.37660, 0.95356, -0.28748], [-2.33325, 0.41432, 1.44059], [-1.76336, 2.11230, 0.96052], [-0.02121, 0.05816, 1.37608], [0.30991, 1.23034, 0.08448], [-0.51566, -0.08958, -1.57190], [-1.24877, -1.27177, -0.52719], [1.29345, -2.09351, 0.04717], [1.72300, -0.54344, -0.75660], [-0.09513, -2.11682, -2.71305], [0.79083, 2.21919, -1.65580], [0.79987, 3.02697, -1.15256], [1.66758, 2.09050, -2.01747], [0.59988, -1.35247, 2.91950], [0.17078, -1.13208, 3.78675], [1.30475, -0.77193, 2.72166]],
  "lumo_energy_ev": 0.57,
  "e_above_lowest_kj_mol": 101.2,
  "e_homo_ha": -0.321,
  "charge": 0,
  "gap_ev": 9.32,
  "total_energy_ev": -19304.495
}

{
  "formula": "C6H15N3O2",
  "method": "ωB97M-V/def2-TZVPD",
  "elements": ["H", "N", "C", "N", "N", "C", "C", "H", "H", "H", "H", "H", "H", "H", "H", "C", "C", "C", "O", "O", "H", "H", "H", "H", "H", "H"],
  "positions_angstrom": [[-2.23190, 0.55407, -1.17455], [-1.67544, -0.24158, -0.62110], [-2.56687, -0.93854, 0.06273], [-3.99338, -0.58760, 0.06142], [-2.10574, -1.96330, 0.89674], [-0.75147, -2.54693, 0.95003], [-0.17139, -1.94025, 2.34834], [-4.38780, -0.27745, 0.91520], [-4.11772, 0.00254, -0.74970], [-2.78781, -2.51194, 1.41556], [-0.05205, -2.00140, 0.03778], [-0.69407, -3.50745, 0.88341], [0.10508, -0.95917, 2.11540], [0.62456, -2.54511, 2.85091], [-1.05101, -1.71732, 3.05904], [3.59725, 2.78615, -1.21026], [2.54581, 1.64718, -0.80523], [1.50587, 1.36440, -1.71542], [2.07166, 0.76078, -2.75837], [0.17876, 1.57410, -1.58427], [3.42975, 3.68036, -0.60805], [3.32476, 3.24899, -2.12906], [4.48157, 2.39718, -1.03719], [3.06302, 0.68141, -0.44496], [2.03975, 1.95541, 0.11968], [-0.38117, 1.08549, -0.87810]],
  "lumo_energy_ev": 0.52,
  "e_above_lowest_kj_mol": 317.1,
  "e_homo_ha": -0.336,
  "charge": 0,
  "gap_ev": 9.65,
  "total_energy_ev": -15027.239
}

{
  "formula": "C6H12N4S",
  "method": "ωB97M-V/def2-TZVPD",
  "elements": ["C", "C", "C", "C", "C", "C", "N", "N", "N", "N", "S", "H", "H", "H", "H", "H", "H", "H", "H", "H", "H", "H", "H"],
  "positions_angstrom": [[2.26440, -0.31383, 0.08851], [-1.35479, -1.72335, 1.39586], [-1.66480, 0.56280, -1.61191], [2.79903, 2.13552, 0.36470], [-2.13239, -0.82499, 0.48167], [-1.13460, -0.51504, -0.73180], [1.15932, -0.97869, -0.19766], [0.59625, 1.10546, -0.21062], [0.19339, -0.14314, -0.25588], [1.86534, 1.02472, 0.14731], [3.80718, -0.89907, 0.27305], [-0.60021, -1.28789, 1.96516], [-1.87959, -2.10749, 2.27921], [-0.86769, -2.59662, 0.87938], [-1.69023, 1.65403, -1.33399], [-1.09388, 0.56915, -2.51592], [-2.56569, 0.22246, -1.93190], [2.81239, 2.33052, 1.43517], [2.21617, 3.10308, -0.03077], [3.70348, 1.69675, -0.18278], [-2.84176, -1.53574, 0.00883], [-2.59959, 0.05283, 0.93927], [-0.99173, -1.53149, -1.25490]],
  "lumo_energy_ev": 0.44,
  "e_above_lowest_kj_mol": 248.4,
  "e_homo_ha": -0.281,
  "charge": 0,
  "gap_ev": 8.09,
  "total_energy_ev": -23209.366
}